Record 1
The following is a quantum chemistry calculation of C32H38BrFHoN5O8 as an isolated structure at a distorted geometry, from OMol25.

Values from the calculation:
HOMO (spin up / spin down), eV: -12.5 / -12.5
Kohn-Sham gap (spin up / spin down), eV: 7.83 / 7.83

ORCA input file:
```
! RIJCOSX wB97M-V def2-TZVPD def2/J DEFGRID3
* xyz 2 5
Ho -2.9837 0.4814 -0.6670
C -5.8571 -3.1857 0.0440
N -5.4024 -2.3934 1.1842
C -5.3635 -3.0629 2.4790
C -4.9609 -1.1555 1.0019
O -4.9572 -0.5946 -0.1052
C -4.4438 -0.3892 2.2209
O -3.6880 0.7397 1.7991
C -4.2202 2.0350 2.0426
C -4.6993 2.6786 0.7357
O -4.6222 2.0331 -0.3190
N -5.1995 3.9079 0.7887
C -5.6990 4.5485 -0.4259
C -5.1727 4.7637 1.9641
H -6.9123 -3.4323 0.1601
H -5.2774 -4.1075 -0.0190
H -5.7177 -2.6149 -0.8674
H -6.0386 -3.9132 2.4488
H -5.6912 -2.4035 3.2810
H -4.3574 -3.4266 2.7010
H -3.7686 -1.0249 2.7927
H -5.2847 -0.0900 2.8501
H -3.4027 2.6289 2.4503
H -5.0398 1.9926 2.7613
H -5.6400 3.8528 -1.2541
H -5.1033 5.4331 -0.6552
H -6.7353 4.8501 -0.2738
H -4.9520 4.2067 2.8696
H -6.1412 5.2478 2.0813
H -4.4161 5.5406 1.8357
F 3.7326 -2.5546 -0.7996
C 3.4117 -1.2570 -0.7169
C 2.0964 -0.9063 -0.9508
C 1.7222 0.4347 -0.9445
C 0.3423 0.8122 -1.1649
O -0.5936 -0.0195 -1.4008
C 0.0430 2.2224 -1.0045
C 1.0179 3.1474 -0.7771
N 2.3374 2.7665 -0.7038
C 3.3327 3.8022 -0.5581
C 4.3622 3.9635 -1.6373
C 3.2728 4.9781 -1.4835
C 2.7056 1.4212 -0.6937
C 4.0151 1.0284 -0.4211
C 4.3992 -0.3151 -0.4250
N 5.7686 -0.6342 -0.1576
C 6.6658 -0.3324 -1.2824
C 8.0959 -0.7448 -0.9158
N 8.2156 -0.6690 0.5703
C 7.4161 -1.7613 1.2149
C 6.0973 -1.9238 0.4413
C -1.4462 2.3239 -0.8424
O -1.8242 2.1363 0.3458
O -2.2106 2.2560 -1.8230
H 1.3513 -1.6604 -1.1665
H 0.8105 4.1997 -0.6643
H 3.6285 3.9708 0.4716
H 4.3073 3.2926 -2.4846
H 5.3674 4.2287 -1.3392
H 2.4923 4.9881 -2.2324
H 3.5161 5.9524 -1.0856
H 4.7514 1.7842 -0.1851
H 6.6213 0.7388 -1.4821
H 6.3689 -0.8541 -2.2004
H 8.8273 -0.0874 -1.3799
H 8.3155 -1.7674 -1.2145
H 7.8112 0.2207 0.8672
H 9.1870 -0.7032 0.8756
H 7.2451 -1.4808 2.2519
H 7.9928 -2.6840 1.1903
H 5.3251 -2.2163 1.1455
H 6.1877 -2.7203 -0.3037
Br -0.2113 -7.6775 -0.8968
C -0.8845 -5.9088 -0.8340
C -1.7756 -5.4841 -1.8089
C -2.2477 -4.1838 -1.7658
C -1.8475 -3.3270 -0.7457
C -0.9589 -3.7707 0.2297
C -0.4688 -5.0636 0.1856
C -2.3554 -1.9340 -0.6999
O -2.9371 -1.4348 -1.7037
O -2.2064 -1.2527 0.3698
H -2.0862 -6.1638 -2.5897
H -2.9255 -3.8147 -2.5247
H -0.6575 -3.0877 1.0136
H 0.2275 -5.4201 0.9318
*
```

---

Record 2
The following is a quantum chemistry calculation of a 4-piece molecular cluster, C32H38F3N2P overall at a distorted geometry, from OMol25.

Values from the calculation:
HOMO, eV: -7.8
SMILES: [H]/N=C(\C)CP(Cc1cccc(C)c1)NCCC.Fc1ccccc1.Fc1ccccc1.Fc1ccccc1
Kohn-Sham gap, eV: 8.39

ORCA input file:
```
! RIJCOSX wB97M-V def2-TZVPD def2/J DEFGRID3
* xyz 0 1
H -1.2718 2.6915 -0.3072
N -0.6139 1.9232 -0.4407
C -1.2323 0.8183 -0.3334
C -2.7283 0.7662 -0.0381
C -0.5631 -0.5224 -0.4397
P 1.1766 -0.4783 -1.0997
C 1.3447 -2.1932 -1.8610
C 1.2611 -3.2322 -0.7712
C 0.0727 -3.7924 -0.3583
C 0.0260 -4.7097 0.6505
C 1.1767 -5.0798 1.2815
C 2.3847 -4.5448 0.9054
C 3.6846 -4.8904 1.5894
C 2.3997 -3.6374 -0.1187
N 2.2825 -0.5366 0.2163
C 3.1406 0.6480 0.3277
C 3.9601 0.5313 1.6323
C 5.3664 1.1459 1.5438
H -3.1610 0.0027 -0.6875
H -3.1929 1.7364 -0.1871
H -2.8488 0.4023 0.9857
H -1.1232 -1.2407 -1.0394
H -0.5254 -0.9455 0.5756
H 2.3078 -2.2617 -2.3596
H 0.5126 -2.3154 -2.5559
H -0.8509 -3.4833 -0.8400
H -0.9135 -5.1296 0.9849
H 1.1230 -5.7943 2.0962
H 4.4939 -4.3201 1.1397
H 3.6095 -4.5602 2.6310
H 3.8830 -5.9613 1.6097
H 3.3253 -3.1683 -0.4350
H 1.8303 -0.7480 1.1005
H 3.8519 0.7066 -0.4960
H 2.5900 1.5942 0.3319
H 3.3885 0.8861 2.4900
H 4.0897 -0.5460 1.7822
H 5.3721 2.1496 1.9701
H 5.7900 1.1146 0.5417
H 6.0301 0.5458 2.1715
F -7.0197 -4.5884 0.4876
C -5.8266 -3.9935 0.6693
C -5.3627 -3.7966 1.9548
C -4.1300 -3.1870 2.1389
C -3.3860 -2.7759 1.0413
C -3.8717 -2.9788 -0.2433
C -5.0987 -3.5966 -0.4350
H -5.9619 -4.1179 2.7965
H -3.7501 -3.0326 3.1402
H -2.4264 -2.2979 1.1878
H -3.2944 -2.6552 -1.1005
H -5.4911 -3.7711 -1.4281
F -2.3701 1.3788 -3.2831
C -2.1286 2.5230 -3.9599
C -1.2367 3.4390 -3.4383
C -0.9898 4.6098 -4.1401
C -1.6413 4.8528 -5.3424
C -2.5379 3.9210 -5.8473
C -2.7823 2.7432 -5.1555
H -0.7439 3.2351 -2.4971
H -0.2879 5.3331 -3.7470
H -1.4493 5.7689 -5.8856
H -3.0489 4.1107 -6.7819
H -3.4714 2.0006 -5.5363
F 0.6504 5.2367 0.1426
C 1.0289 4.8380 1.3744
C 1.0894 3.4874 1.6529
C 1.4827 3.0829 2.9210
C 1.7996 4.0266 3.8899
C 1.7281 5.3801 3.5892
C 1.3445 5.7928 2.3210
H 0.8316 2.7660 0.8847
H 1.5406 2.0279 3.1537
H 2.1020 3.7067 4.8789
H 1.9707 6.1170 4.3434
H 1.2900 6.8428 2.0647
*
```